# 1
Here is a molecular structure, C25H28BCuN6S3 in a non-equilibrium geometry from the Open Molecules 2025 dataset. Energies are from ωB97M-V/def2-TZVPD.

Computed properties:
- charge = -2
- ΔE to the lowest compared entry with this formula, charge and spin (kJ/mol) = 34.0
- HOMO level (eV) = 0.7
- energy (Ha) = -4157.942298

Cartesian coordinates (Å):
Cu -1.11 -0.48 0.26
C -5.03 -0.50 -0.39
N -4.68 -1.20 0.80
C -5.32 -1.19 2.02
C -4.60 -2.00 2.84
N -3.54 -2.51 2.15
B -2.47 -3.47 2.71
N -1.09 -2.75 2.75
C 0.08 -3.44 2.81
C 1.11 -2.56 2.88
N 0.55 -1.31 2.88
C 1.24 -0.05 2.82
C -0.79 -1.44 2.75
S -1.81 -0.10 2.63
C -3.58 -1.99 0.91
S -2.54 -2.25 -0.39
H -6.00 -0.02 -0.25
H -5.07 -1.20 -1.22
H -4.27 0.26 -0.61
H -6.20 -0.61 2.19
H -4.75 -2.24 3.87
H -2.80 -3.77 3.83
H -2.37 -4.42 1.99
H 0.09 -4.51 2.76
H 2.17 -2.70 2.89
H 2.27 -0.18 3.17
H 0.71 0.66 3.45
H 1.24 0.31 1.79
C -5.26 4.99 -1.71
N -4.63 3.69 -1.53
C -3.35 3.67 -0.99
N -2.48 4.64 -1.50
S -2.94 2.58 0.19
H -6.34 4.86 -1.75
H -4.92 5.44 -2.65
H -5.01 5.68 -0.89
H -5.21 3.04 -1.02
H -2.52 4.73 -2.50
H -1.53 4.48 -1.17
C 0.64 -0.06 -0.37
C 1.81 -0.07 -0.73
C 3.15 -0.07 -1.18
C 4.05 -1.00 -0.60
C 3.55 -2.13 0.10
C 4.39 -3.05 0.68
C 5.77 -2.89 0.63
C 6.29 -1.77 -0.01
C 5.46 -0.85 -0.61
C 3.49 0.85 -2.22
C 4.56 0.67 -3.12
C 4.80 1.58 -4.13
C 4.00 2.70 -4.30
C 2.91 2.87 -3.45
C 2.66 1.98 -2.44
H 2.47 -2.27 0.14
H 3.98 -3.91 1.19
H 6.43 -3.62 1.09
H 7.36 -1.62 -0.04
H 5.89 0.03 -1.06
H 5.17 -0.22 -3.05
H 5.63 1.41 -4.82
H 4.21 3.42 -5.08
H 2.26 3.73 -3.59
H 1.80 2.11 -1.80

Charge distribution, Löwdin scheme, values in e:
1 Cu -0.104
2 C -0.087
3 N -0.133
4 C -0.081
5 C -0.115
6 N -0.044
7 B -0.492
8 N 0.001
9 C -0.078
10 C -0.057
11 N -0.120
12 C -0.072
13 C -0.733
14 S 0.640
15 C -0.790
16 S 0.658
17 H 0.081
18 H 0.072
19 H 0.030
20 H 0.100
21 H 0.105
22 H 0.064
23 H 0.062
24 H 0.107
25 H 0.104
26 H 0.089
27 H 0.059
28 H 0.047
29 C -0.124
30 N -0.099
31 C -0.929
32 N 0.064
33 S 0.685
34 H 0.075
35 H 0.067
36 H 0.081
37 H 0.087
38 H 0.094
39 H 0.084
40 C -0.124
41 C -0.228
42 C -0.238
43 C -0.194
44 C -0.057
45 C -0.148
46 C -0.174
47 C -0.154
48 C -0.079
49 C -0.196
50 C -0.077
51 C -0.154
52 C -0.178
53 C -0.148
54 C -0.056
55 H 0.092
56 H 0.083
57 H 0.064
58 H 0.080
59 H 0.090
60 H 0.090
61 H 0.079
62 H 0.063
63 H 0.079
64 H 0.088

=====

# 2
Here is a molecular structure, C25H28BF11N5O5PS2 from the Open Molecules 2025 dataset. Energies are from ωB97M-V/def2-TZVPD.

Computed properties:
- HOMO level (eV) = -8.7
- energy (Ha) = -3880.714614

Cartesian coordinates (Å):
N 1.74 -1.83 -1.73
C 0.42 -2.06 -1.16
N 0.47 -2.99 0.01
N -0.43 -2.69 -2.16
C -0.16 -0.74 -0.61
C -1.33 -0.12 -1.34
C -2.67 -0.09 -0.74
P -2.96 -0.72 0.93
O -4.31 -0.51 1.46
O -2.54 -2.25 0.89
O -1.85 -0.03 1.87
C -3.76 0.42 -1.41
C -5.17 0.51 -0.94
B -5.48 1.92 -0.29
O -4.55 2.60 0.46
O -6.73 2.49 -0.51
C -3.50 0.95 -2.71
N -4.43 1.52 -3.49
S -3.66 1.99 -4.82
N -2.18 1.51 -4.48
C -2.21 0.94 -3.28
C -1.11 0.38 -2.57
C 0.23 0.43 -3.27
C 1.29 1.25 -2.53
C 2.07 2.17 -3.45
F 2.30 1.54 -4.64
F 1.40 3.30 -3.75
C 3.51 2.52 -2.97
F 4.16 1.39 -2.68
F 4.15 3.11 -3.98
S 3.66 3.71 -1.50
F 5.23 3.70 -1.70
F 3.79 2.48 -0.49
F 2.10 3.72 -1.24
F 3.51 4.95 -2.46
F 3.84 4.69 -0.28
H 2.09 -2.66 -2.20
H 2.40 -1.53 -1.03
H 1.10 -2.58 0.69
H 0.95 -3.83 -0.30
H 0.08 -2.84 -3.02
H -0.70 -3.61 -1.83
H -0.45 -1.00 0.39
H 0.64 0.00 -0.51
H -1.82 -2.46 1.49
H -1.43 0.71 1.42
H -5.43 -0.31 -0.27
H -5.82 0.42 -1.81
H -4.45 3.49 0.13
H -6.90 2.58 -1.45
H 0.57 -0.59 -3.41
H 0.06 0.83 -4.27
H 0.79 1.89 -1.81
H 1.99 0.63 -1.98
F -1.06 2.85 2.63
C -1.42 2.99 3.93
C -2.40 2.16 4.44
C -2.76 2.30 5.78
C -2.14 3.26 6.57
C -1.16 4.08 6.03
C -0.79 3.95 4.70
H -2.87 1.43 3.80
H -3.52 1.66 6.19
H -2.42 3.37 7.61
H -0.68 4.83 6.64
H -0.02 4.57 4.26
F 3.64 -4.30 -0.69
C 4.02 -4.94 0.44
C 4.91 -4.31 1.29
C 5.29 -4.96 2.45
C 4.79 -6.23 2.74
C 3.90 -6.84 1.86
C 3.51 -6.19 0.70
H 5.29 -3.32 1.04
H 5.97 -4.48 3.14
H 5.09 -6.73 3.64
H 3.51 -7.82 2.08
H 2.82 -6.64 0.00

Charge distribution, Löwdin scheme, values in e:
1 N 0.085
2 C -0.622
3 N 0.075
4 N 0.116
5 C -0.077
6 C -0.122
7 C -0.092
8 P 0.487
9 O -0.243
10 O -0.105
11 O -0.132
12 C -0.148
13 C -0.039
14 B -0.631
15 O 0.168
16 O 0.150
17 C -0.297
18 N -0.215
19 S 1.032
20 N -0.223
21 C -0.285
22 C -0.122
23 C -0.094
24 C -0.079
25 C -0.452
26 F 0.112
27 F 0.126
28 C -0.444
29 F 0.130
30 F 0.130
31 S 0.769
32 F -0.122
33 F -0.139
34 F -0.133
35 F -0.114
36 F -0.108
37 H 0.079
38 H 0.085
39 H 0.080
40 H 0.065
41 H 0.077
42 H 0.080
43 H 0.063
44 H 0.113
45 H 0.076
46 H 0.072
47 H 0.102
48 H 0.108
49 H 0.111
50 H 0.100
51 H 0.102
52 H 0.105
53 H 0.128
54 H 0.097
55 F 0.041
56 C -0.276
57 C -0.007
58 C -0.075
59 C -0.098
60 C -0.088
61 C -0.021
62 H 0.109
63 H 0.107
64 H 0.100
65 H 0.103
66 H 0.116
67 F 0.032
68 C -0.291
69 C -0.019
70 C -0.079
71 C -0.091
72 C -0.079
73 C -0.020
74 H 0.117
75 H 0.107
76 H 0.103
77 H 0.107
78 H 0.117

=====

# 3
Here is a molecular structure, C25H28Cl5LaO2 in a non-equilibrium geometry from the Open Molecules 2025 dataset. Energies are from ωB97M-V/def2-TZVPD.

Computed properties:
- ΔE to the lowest compared entry with this formula, charge and spin (kJ/mol) = 285.6
- HOMO level (eV) = -6.9
- energy (Ha) = -3452.326272

Cartesian coordinates (Å):
O 2.49 3.33 -1.20
C 3.31 3.08 -2.47
C 4.24 4.26 -2.22
H 2.62 3.20 -3.33
H 3.87 2.15 -2.43
C 3.28 4.68 -1.11
H 4.30 4.95 -3.06
H 5.24 3.97 -1.88
C 2.41 5.86 -1.51
H 2.09 5.85 -2.56
H 3.03 6.75 -1.29
H 1.51 5.92 -0.89
C 3.86 4.95 0.27
H 4.64 4.22 0.58
H 3.03 5.01 1.01
H 4.30 5.96 0.19
La 1.08 1.75 -0.48
C -0.02 0.08 1.73
C 0.64 -0.93 0.99
C 2.01 -0.61 0.94
H 0.19 -1.85 0.62
C 2.22 0.59 1.69
C 0.96 0.98 2.22
H 0.79 1.76 2.94
H -1.09 0.13 1.92
H 2.79 -1.23 0.49
H 3.15 1.14 1.83
C -1.44 2.08 -0.13
C -0.81 2.93 0.83
C -0.06 3.92 0.12
H -0.86 2.84 1.91
C -0.32 3.71 -1.29
C -1.18 2.59 -1.45
H -1.55 2.19 -2.39
H -1.84 1.11 0.08
H 0.59 4.66 0.57
H 0.11 4.30 -2.09
O 5.64 0.73 -2.43
C 5.40 0.80 -0.98
C 5.87 -0.54 -0.34
H 4.27 0.97 -0.85
H 5.90 1.75 -0.72
C 6.01 -1.52 -1.54
H 5.16 -0.90 0.40
H 6.81 -0.38 0.20
C 5.79 -0.65 -2.83
H 5.17 -2.24 -1.48
H 6.98 -2.05 -1.55
H 4.90 -1.04 -3.39
H 6.67 -0.64 -3.46
Cl -2.80 -1.12 0.67
C -1.93 -1.34 -0.84
C -0.89 -0.57 -1.26
C -0.23 -0.77 -2.44
Cl 1.22 0.22 -2.93
C -0.67 -1.78 -3.31
Cl 0.11 -1.99 -4.83
C -1.77 -2.62 -2.93
Cl -2.35 -3.82 -3.99
C -2.38 -2.41 -1.68
Cl -3.63 -3.42 -1.16

Charge distribution, Löwdin scheme, values in e:
1 O -0.398
2 C -0.105
3 C -0.065
4 H 0.135
5 H 0.077
6 C -0.475
7 H 0.123
8 H 0.124
9 C -0.019
10 H 0.101
11 H 0.101
12 H 0.079
13 C -0.003
14 H 0.095
15 H 0.096
16 H 0.098
17 La 1.876
18 C -0.218
19 C -0.184
20 C -0.226
21 H 0.105
22 C -0.298
23 C -0.248
24 H 0.095
25 H 0.048
26 H 0.081
27 H 0.083
28 C -0.239
29 C -0.212
30 C -0.247
31 H 0.104
32 C -0.252
33 C -0.199
34 H 0.116
35 H 0.025
36 H 0.088
37 H 0.091
38 O -0.195
39 C -0.168
40 C -0.136
41 H 0.095
42 H 0.116
43 C -0.132
44 H 0.087
45 H 0.105
46 C -0.173
47 H 0.110
48 H 0.110
49 H 0.124
50 H 0.105
51 Cl 0.689
52 C -0.670
53 C -0.224
54 C -0.640
55 Cl 0.564
56 C -0.694
57 Cl 0.649
58 C -0.717
59 Cl 0.677
60 C -0.728
61 Cl 0.693